# 1
Below is 5 unconnected molecules or ions with the total composition C43H69BClF8INO13 in a non-equilibrium geometry, with properties calculated with ωB97M-V with the def2-TZVPD basis set.

**Total charge**: +1
**LUMO energy**: -3.250 eV
**Molar mass**: 1133.17 Da
**Gap between HOMO and LUMO**: 6.63 eV
**Highest occupied orbital energy**: -0.36299 Ha

```
137
C43H69BClF8INO13 | the Open Molecules 2025 dataset | ωB97M-V with the def2-TZVPD basis set
C 8.341 -0.402 -0.336
C 7.068 0.645 -0.073
O 6.393 0.427 1.085
O 6.731 1.765 -1.009
C 5.265 1.696 -1.342
C 5.164 2.151 -2.908
N 3.852 1.989 -3.614
C 4.224 2.572 -4.996
C 4.404 4.200 -5.082
C 6.007 4.654 -5.230
I 6.489 6.218 -3.759
C 3.604 0.461 -3.823
C 4.785 -0.481 -4.469
C 5.532 -1.528 -3.469
C 6.701 -2.354 -4.301
F 6.032 -3.266 -5.266
F 7.387 -3.233 -3.289
F 7.736 -1.477 -4.900
C 2.469 -0.239 -2.799
C 2.816 -1.094 -1.512
C 2.162 -0.743 -0.046
C 0.932 -1.715 0.550
C 0.269 -1.482 2.062
C 0.754 -0.261 3.053
C 1.958 0.706 2.495
C 2.635 0.428 0.994
B 1.864 -1.407 -3.852
O 0.554 -1.355 -4.529
O 2.587 -2.687 -4.187
C 1.581 1.178 -2.751
C 0.238 1.307 -1.831
C -0.850 0.050 -2.018
C -2.303 0.349 -1.286
C -2.391 -0.088 0.283
O -1.829 0.947 1.162
C 2.540 2.547 -3.002
Cl 1.356 3.280 -4.311
C 2.511 3.696 -1.882
F 3.756 4.545 -1.718
F 2.340 3.166 -0.471
C 1.425 4.916 -1.924
F 1.765 6.030 -2.888
F 0.005 4.612 -1.802
F 1.709 5.619 -0.599
H 8.959 -0.389 0.685
H 9.078 -0.026 -1.167
H 7.989 -1.512 -0.483
H 4.780 2.470 -0.574
H 4.964 0.604 -1.094
H 6.092 1.621 -3.435
H 5.580 3.273 -2.852
H 3.483 2.279 -5.850
H 5.290 2.185 -5.370
H 3.914 4.555 -6.112
H 3.852 4.810 -4.251
H 6.212 5.016 -6.341
H 6.751 3.769 -5.026
H 2.890 0.510 -4.792
H 4.392 -1.135 -5.391
H 5.685 0.131 -4.955
H 6.066 -0.920 -2.598
H 4.855 -2.327 -2.953
H 2.426 -2.214 -1.689
H 3.966 -1.289 -1.253
H 0.536 -2.626 -0.091
H -0.571 -2.221 2.447
H 0.260 -0.123 4.111
H 2.358 1.586 3.197
H 3.505 1.154 0.712
H 0.182 -2.302 -4.581
H 1.967 -3.474 -4.054
H 1.040 1.049 -3.814
H -0.382 2.198 -2.336
H 0.421 1.473 -0.686
H -0.393 -0.995 -1.788
H -1.112 0.091 -3.184
H -3.121 -0.291 -1.873
H -2.583 1.480 -1.441
H -3.551 -0.171 0.554
H -1.945 -1.160 0.415
H -2.440 1.755 1.024
O 4.243 6.026 -7.134
C 3.205 6.616 -7.417
O 2.329 6.082 -8.297
C 0.997 6.577 -8.524
C 0.996 7.666 -9.579
C 2.931 7.990 -6.876
H 0.528 6.898 -7.589
H 0.408 5.727 -8.887
H 1.577 8.535 -9.259
H -0.025 7.992 -9.796
H 1.453 7.302 -10.505
H 3.355 8.737 -7.551
H 3.413 8.079 -5.897
H 1.873 8.189 -6.711
O -0.876 -0.234 5.338
C -1.924 0.210 5.800
O -3.005 -0.589 5.938
C -4.194 -0.232 6.667
C -5.174 0.506 5.776
C -2.063 1.669 6.124
H -3.951 0.326 7.575
H -4.649 -1.173 6.997
H -4.758 1.452 5.420
H -6.102 0.717 6.315
H -5.410 -0.091 4.889
H -2.409 2.207 5.238
H -1.080 2.054 6.413
H -2.724 1.866 6.966
O -7.322 -0.471 6.990
C -7.917 -1.542 6.915
O -8.108 -2.299 8.019
C -8.976 -3.446 8.080
C -8.243 -4.704 7.659
C -8.355 -2.087 5.586
H -9.892 -3.281 7.506
H -9.284 -3.545 9.128
H -7.914 -4.646 6.618
H -8.887 -5.581 7.770
H -7.345 -4.846 8.269
H -7.548 -2.685 5.155
H -8.570 -1.245 4.921
H -9.271 -2.673 5.638
O -6.438 -6.907 6.071
C -6.564 -8.078 6.417
O -7.550 -8.844 5.900
C -7.646 -10.271 6.065
C -8.393 -10.620 7.337
C -5.695 -8.658 7.495
H -6.661 -10.743 6.013
H -8.211 -10.645 5.204
H -7.865 -10.261 8.224
H -8.521 -11.703 7.424
H -9.380 -10.147 7.342
H -6.159 -8.485 8.469
H -4.725 -8.151 7.467
H -5.486 -9.718 7.361
```

Results of the Mulliken charge analysis, in e, for atoms 1 through 4: -0.898, 0.672, -0.490, -0.513

***

# 2
Below is a molecular structure, C43H70AsClCoN7O, with properties calculated with ωB97M-V with the def2-TZVPD basis set.

**Total charge**: +1
**LUMO energy (spin up / spin down)**: -2.626 / -1.757 eV
**Molar mass**: 870.39 Da
**Gap between HOMO and LUMO (spin up / spin down)**: 7.33 / 8.20 eV
**Relative energy (zero: lowest compared OMol25 entry of this formula, charge and spin)**: 0.0 kcal per mole
**Multiplicity**: 2
**Highest occupied orbital energy (spin up / spin down)**: -0.36604 / -0.36605 Ha

```
124
C43H70AsClCoN7O | the Open Molecules 2025 dataset | ωB97M-V with the def2-TZVPD basis set
Co 0.040 0.189 0.103
C -3.533 -0.901 3.990
C -2.925 0.079 2.982
C -1.954 1.003 3.665
C -2.472 1.897 4.593
C -1.650 2.708 5.351
C -0.282 2.597 5.192
C 0.283 1.728 4.264
C 1.799 1.761 4.188
C 2.468 1.061 5.373
C -0.571 0.936 3.461
N -0.013 0.182 2.377
C 0.974 -0.594 2.693
C 1.939 -0.929 1.717
C 3.194 -1.528 1.840
C 3.892 -1.201 0.678
C 3.034 -0.419 -0.098
N 1.861 -0.241 0.526
H -4.376 -1.444 3.568
H -3.891 -0.374 4.874
H -2.788 -1.625 4.324
H -3.723 0.669 2.519
H -2.421 -0.465 2.180
H -3.547 1.948 4.722
H -2.068 3.408 6.062
H 0.379 3.217 5.786
H 2.107 2.810 4.191
H 2.181 1.336 3.262
H 2.160 1.516 6.315
H 3.553 1.132 5.300
H 2.198 0.005 5.422
H 1.125 -0.913 3.723
H 3.551 -2.087 2.689
H 4.902 -1.470 0.421
H 3.234 -0.006 -1.074
C 1.742 2.716 0.415
N 0.353 2.333 0.117
C -0.522 3.055 1.058
C 0.019 2.748 -1.247
C -1.449 2.504 -1.490
N -1.830 1.129 -1.117
C -2.026 0.334 -2.335
C -3.105 1.143 -0.391
H 1.834 3.808 0.419
H 2.417 2.304 -0.330
H 2.023 2.328 1.388
H -0.594 4.110 0.769
H -0.105 2.998 2.056
H -1.520 2.621 1.088
H 0.645 2.186 -1.942
H 0.237 3.815 -1.400
H -1.675 2.706 -2.542
H -2.041 3.211 -0.908
H -2.925 0.664 -2.871
H -2.133 -0.716 -2.078
H -1.178 0.441 -3.003
H -3.880 1.656 -0.973
H -3.002 1.632 0.576
H -3.431 0.121 -0.215
C -4.933 -1.776 0.737
C -3.722 -2.658 1.022
As -2.050 -2.128 0.119
C -0.833 -3.353 1.066
C -0.969 -3.307 2.587
C -2.366 -3.209 -1.523
C -3.760 -3.101 -2.133
H -5.822 -2.189 1.217
H -5.150 -1.696 -0.327
H -4.791 -0.767 1.120
H -3.911 -3.693 0.728
H -3.511 -2.670 2.091
H 0.183 -3.072 0.777
H -1.024 -4.361 0.702
H -1.030 -2.285 2.962
H -0.107 -3.782 3.059
H -1.858 -3.841 2.922
H -2.170 -4.250 -1.245
H -1.626 -2.931 -2.271
H -4.041 -2.071 -2.361
H -4.523 -3.518 -1.479
H -3.798 -3.662 -3.069
C 2.464 -3.397 -7.105
C 2.574 -4.627 -6.194
C 1.413 -5.566 -6.557
C 3.889 -5.342 -6.528
C 2.563 -4.169 -4.690
O 3.420 -3.040 -4.536
C 3.074 -5.192 -3.651
C 2.468 -6.591 -3.486
C 1.106 -6.639 -2.839
C -0.026 -7.065 -3.527
C -1.266 -7.132 -2.906
C -1.371 -6.788 -1.571
Cl -2.915 -6.883 -0.778
C -0.257 -6.380 -0.852
C 0.967 -6.294 -1.495
C 1.156 -3.659 -4.321
N 1.151 -2.556 -3.374
C 0.694 -2.535 -2.121
N 0.735 -1.302 -1.638
C 1.236 -0.600 -2.695
N 1.483 -1.309 -3.761
H 2.542 -3.719 -8.143
H 3.251 -2.672 -6.908
H 1.509 -2.881 -6.998
H 1.441 -5.755 -7.631
H 0.436 -5.136 -6.336
H 1.479 -6.530 -6.065
H 3.911 -5.577 -7.592
H 4.005 -6.279 -5.984
H 4.765 -4.720 -6.327
H 4.301 -3.288 -4.835
H 3.039 -4.675 -2.686
H 4.137 -5.327 -3.864
H 3.157 -7.147 -2.844
H 2.454 -7.131 -4.429
H 0.055 -7.362 -4.564
H -2.139 -7.466 -3.448
H -0.343 -6.156 0.201
H 1.840 -5.990 -0.928
H 0.580 -4.467 -3.868
H 0.621 -3.308 -5.199
H 0.408 -3.430 -1.592
H 1.445 0.455 -2.663
```

Results of the Mulliken charge analysis, in e, for atoms 1 through 4: 1.472, -1.725, 0.774, 0.029

***

# 3
Below is a molecular structure, C43H70ClN3O6PRb in a non-equilibrium geometry, with properties calculated with ωB97M-V with the def2-TZVPD basis set.

**Total charge**: -2
**LUMO energy**: 3.840 eV
**Molar mass**: 876.94 Da
**Gap between HOMO and LUMO**: 5.92 eV
**Relative energy (zero: lowest compared OMol25 entry of this formula, charge and spin)**: 3.8 kcal per mole
**Highest occupied orbital energy**: -0.07643 Ha

```
125
C43H70ClN3O6PRb | the Open Molecules 2025 dataset | ωB97M-V with the def2-TZVPD basis set
Rb 1.677 -0.369 -0.389
O 5.975 -0.659 0.534
Cl 4.816 -1.224 -0.096
O 5.145 -2.466 -0.741
O 3.768 -1.446 0.888
O 4.299 -0.288 -1.091
C -0.395 5.396 1.381
C -0.782 4.819 0.015
C 0.318 3.885 -0.495
C -2.228 4.321 0.040
C -3.193 5.325 -0.030
C -4.547 5.057 -0.001
C -4.962 3.736 0.076
C -4.051 2.693 0.137
C -4.612 1.278 0.211
C -4.182 0.365 -0.941
C -4.374 0.606 1.566
C -2.668 2.990 0.154
N -1.762 1.924 0.218
C -1.079 1.625 1.255
C -1.021 2.157 2.600
C -2.041 2.922 3.182
C -1.986 3.337 4.493
C -0.864 2.965 5.258
C 0.155 2.220 4.735
C 0.152 1.787 3.361
N 1.137 1.120 2.784
C 2.207 0.685 3.573
C 2.144 -0.565 4.225
C 3.211 -0.978 5.015
C 4.354 -0.210 5.156
C 4.442 0.979 4.454
C 3.400 1.439 3.657
C 3.661 2.687 2.825
C 3.708 2.322 1.341
C 2.721 3.867 3.070
C 0.986 -1.540 4.066
C -0.316 -1.107 4.741
C 0.727 -1.939 2.611
H 0.602 5.839 1.332
H -0.380 4.613 2.140
H -1.102 6.164 1.705
H -0.810 5.660 -0.689
H 0.634 3.173 0.266
H 1.194 4.490 -0.744
H 0.029 3.333 -1.388
H -2.854 6.353 -0.115
H -5.271 5.861 -0.055
H -6.022 3.502 0.080
H -5.698 1.408 0.114
H -3.137 0.082 -0.861
H -4.312 0.854 -1.908
H -4.785 -0.546 -0.933
H -3.318 0.407 1.733
H -4.904 -0.349 1.605
H -4.731 1.230 2.387
H -0.365 0.812 1.133
H -2.903 3.181 2.581
H -2.787 3.924 4.923
H -0.802 3.278 6.296
H 1.003 1.952 5.353
H 3.149 -1.941 5.511
H 5.180 -0.555 5.765
H 5.354 1.564 4.502
H 4.664 3.023 3.114
H 2.771 1.835 1.074
H 4.522 1.625 1.137
H 3.834 3.207 0.713
H 1.738 3.687 2.643
H 3.131 4.765 2.599
H 2.593 4.067 4.136
H 1.319 -2.450 4.581
H -0.800 -0.297 4.197
H -0.140 -0.763 5.762
H -1.011 -1.950 4.777
H 0.278 -1.105 2.072
H 0.031 -2.781 2.571
H 1.653 -2.233 2.112
O 2.576 1.611 -2.821
H 3.239 1.013 -2.454
H 1.780 1.079 -2.968
O -0.861 1.184 -2.629
H -1.188 1.316 -1.726
H -0.498 0.249 -2.650
C -2.159 -3.498 -1.552
C -1.849 -3.214 -3.030
C -2.685 -1.986 -3.420
C -2.306 -4.412 -3.864
P -0.011 -2.702 -3.137
N 0.261 -1.305 -2.581
C 0.445 -2.858 -4.989
C 0.649 -4.257 -5.571
C -0.664 -2.156 -5.787
C 1.713 -2.016 -5.214
C 0.973 -4.074 -2.207
C 0.906 -3.733 -0.704
C 0.559 -5.533 -2.401
C 2.451 -3.931 -2.605
H -3.244 -3.554 -1.421
H -1.782 -2.693 -0.918
H -1.738 -4.444 -1.207
H -3.719 -2.141 -3.097
H -2.700 -1.810 -4.496
H -2.299 -1.088 -2.940
H -3.361 -4.619 -3.643
H -1.741 -5.320 -3.647
H -2.236 -4.218 -4.936
H -0.219 -4.903 -5.425
H 1.520 -4.758 -5.147
H 0.819 -4.172 -6.651
H -1.584 -2.743 -5.837
H -0.317 -2.002 -6.814
H -0.891 -1.181 -5.355
H 2.613 -2.478 -4.814
H 1.597 -1.042 -4.739
H 1.860 -1.876 -6.290
H 0.046 -4.176 -0.202
H 0.837 -2.654 -0.591
H 1.809 -4.082 -0.197
H -0.438 -5.736 -2.007
H 1.260 -6.175 -1.854
H 0.580 -5.843 -3.448
H 2.791 -2.899 -2.521
H 2.647 -4.282 -3.619
H 3.065 -4.529 -1.926
```

Results of the Mulliken charge analysis, in e, for atoms 1 through 4: 1.200, -0.720, 1.640, -0.681

***

Question: Which value of total charge does entry 2 give?
Answer: +1